No. 1
A 2-piece molecular cluster, C3H8N2 overall in a non-equilibrium geometry. Source: the OMol25 dataset; level of theory: ωB97M-V/def2-TZVPD.

The geometry in XYZ format:
```
13
Properties=species:S:1:pos:R:3
C 0.13 -0.07 -3.07
N 1.13 -0.33 -3.85
C 2.41 -0.73 -3.28
H -0.80 0.46 -3.37
H 0.41 -0.04 -1.94
H 2.28 -0.58 -2.21
H 2.47 -1.77 -3.51
H 3.41 -0.17 -3.63
C -1.69 0.18 5.39
N -2.34 1.03 4.55
H -0.80 -0.42 5.02
H -1.99 -0.06 6.41
H -1.58 1.49 4.08
```

Its SMILES is C=NC.C=N. For the HOMO energy, the calculation gives -9.5 eV. The max |F| comes out at 0.1124 hartree/bohr. The gap between HOMO and LUMO comes out at 0.3706 hartree. As for the relative energy (zero: lowest compared OMol25 entry of this formula, charge and spin): 104.10 kcal per mole.



No. 2
A 2-piece molecular cluster, C3H8N2 overall in a non-equilibrium geometry. Source: the OMol25 dataset; level of theory: ωB97M-V/def2-TZVPD.

The geometry in XYZ format:
```
13
Properties=species:S:1:pos:R:3
C -1.70 0.51 -1.56
C -1.69 0.94 -0.30
N -1.05 0.37 0.80
H -1.61 -0.52 -1.87
H -1.98 1.21 -2.33
H -2.26 1.81 0.00
H -0.69 -0.56 0.65
H -1.52 0.49 1.68
C 1.99 -0.38 0.76
N 2.48 -1.30 0.04
H 1.90 0.60 0.28
H 1.46 -0.55 1.70
H 2.82 -2.09 0.59
```

Its SMILES is C=CN.C=N. For the HOMO energy, the calculation gives -8.3 eV. The max |F| comes out at 0.0351 hartree/bohr. The gap between HOMO and LUMO comes out at 0.3439 hartree. As for the relative energy (zero: lowest compared OMol25 entry of this formula, charge and spin): 70.37 kcal per mole.



No. 3
One molecule with the formula C3H8N2 in a non-equilibrium geometry. Source: the OMol25 dataset; level of theory: ωB97M-V/def2-TZVPD.

The geometry in XYZ format:
```
13
Properties=species:S:1:pos:R:3
C -2.00 -0.05 0.03
C -0.79 -0.59 -0.06
N 0.41 0.00 -0.33
C 1.64 -0.65 0.06
N 0.49 1.45 -0.09
H -2.87 -0.67 0.10
H -2.15 1.02 0.10
H -0.64 -1.68 -0.27
H 1.76 -0.70 1.15
H 2.47 -0.08 -0.36
H 1.65 -1.66 -0.34
H 0.08 1.69 0.82
H -0.06 1.92 -0.81
```

Its SMILES is C=CN(C)N. For the HOMO energy, the calculation gives -8.2 eV. The max |F| comes out at 0.0575 hartree/bohr. The gap between HOMO and LUMO comes out at 0.3425 hartree. As for the relative energy (zero: lowest compared OMol25 entry of this formula, charge and spin): 63.16 kcal per mole.